1.
2 unconnected molecules or ions with the total composition C3H8N2, computed with ωB97M-V with the def2-TZVPD basis set.

Properties
HOMO energy (spin up / spin down)   0.57 / -2.36 eV
Kohn-Sham gap (spin up / spin down)   0.1116 / 0.2185 Ha
Total charge   -1
2S+1   2
ΔE to the lowest compared entry with this formula, charge and spin   41.1 kcal per mole
Maximum force   2.29 eV/A
Expectation value of S²   0.75
DFT total energy   -228.483255 Eh

Atoms and positions in Å:
H  2.606  -2.329  0.383
C  1.518  -2.492  0.435
N  1.036  -0.292  -0.411
H  -0.247  -1.907  -0.505
H  -0.334  2.415  0.396
H  1.946  -0.021  -0.078
C  0.692  -1.583  -0.081
H  0.345  0.409  -0.169
C  -2.284  2.287  -0.253
H  -3.271  2.589  0.108
H  1.442  -3.450  0.915
N  -1.191  2.941  0.211
H  -2.258  1.433  -0.949

2.
2 unconnected molecules or ions with the total composition C18H30BrN5O3S, computed with ωB97M-V with the def2-TZVPD basis set.

Properties
HOMO energy   -7.71 eV
Kohn-Sham gap   0.2930 Ha
2S+1   1
ΔE to the lowest compared entry with this formula, charge and spin   0.0 kcal per mole
SMILES   CCOc1cc(N2CCCNCC2)cnc1Br.CNC(=O)[C@H](CS)NC(C)=O
Maximum force   2.13 eV/A
DFT total energy   -4175.586862 Eh

Atoms and positions in Å:
Br  -4.287  4.894  -1.987
N  1.414  -3.380  5.110
H  0.895  -5.250  5.919
S  -0.166  -0.076  1.387
H  -5.080  0.351  0.407
C  0.468  -1.826  3.444
C  -0.447  2.408  -3.005
H  1.702  -2.536  5.580
N  0.700  1.667  -3.394
H  -4.654  1.719  1.463
H  0.080  0.051  -5.613
H  2.421  -5.221  5.016
C  -1.386  1.874  -2.113
O  -3.517  2.098  -0.931
C  1.169  0.491  -2.622
H  -1.232  0.887  -1.704
H  1.083  0.355  1.605
H  0.842  -2.267  1.359
C  0.742  -3.256  3.957
H  -0.386  -1.461  4.014
H  2.462  -1.146  3.123
C  0.572  0.500  5.355
N  -1.824  4.405  -3.210
C  -3.104  1.154  0.070
C  -4.272  0.814  0.982
H  -0.012  4.173  -4.181
C  -2.725  3.862  -2.372
H  0.523  -2.195  -4.749
H  0.872  1.351  5.966
C  0.490  -0.789  -3.126
O  0.417  -4.231  3.289
H  2.246  1.147  -6.433
H  0.598  -1.566  -2.364
H  -3.950  0.114  1.759
C  -0.721  3.702  -3.509
H  -0.271  0.789  4.730
H  0.728  2.514  -5.342
C  0.068  -1.785  1.959
N  1.630  -0.949  3.658
C  -2.546  2.593  -1.779
H  -2.294  1.586  0.665
H  -0.860  -2.343  1.822
C  1.791  -4.660  5.709
H  2.225  2.723  -4.425
N  1.033  -0.302  -5.501
H  0.296  -0.327  6.005
H  -0.580  -0.615  -3.270
H  0.950  0.632  -1.558
C  1.417  2.019  -4.650
H  2.257  0.393  -2.693
C  1.087  -1.311  -4.433
H  2.923  0.487  -4.947
H  2.123  -1.627  -4.269
C  1.992  0.818  -5.420
H  -2.754  0.225  -0.390
O  2.780  0.722  4.525
H  2.338  -4.496  6.639
C  1.736  0.097  4.475